1.
106
Properties=species:S:1:pos:R:3:forces:R:3 method="wB97M-V/def2-TZVPD" max_force_ev_per_a=17.6 charge=+2 homo_energy_ev=-12.5765 e_above_lowest_kj_mol=2826.82 homo_lumo_gap_ev=1.9
Tl -2.8372 0.8052 -0.4118 -1.252 0.720 -0.414
C 1.0274 1.0439 1.4182 0.822 1.904 0.005
F 1.0908 -0.2722 1.6021 -0.126 2.854 -1.099
F 0.2212 1.7147 2.3019 1.025 -1.581 -0.403
F 2.2214 1.6569 1.4730 -5.076 -2.852 1.418
S 0.1747 1.4528 -0.2999 2.865 1.372 -1.379
O -0.7897 2.5061 -0.1134 5.323 -5.649 -2.296
O 1.2679 1.7909 -1.2431 -4.500 -3.717 0.701
N -0.8833 0.1521 -0.6608 4.874 0.210 1.418
S 0.0817 -0.8192 -1.4773 2.666 -6.031 -4.552
O -0.0754 -0.7577 -2.9601 2.546 0.180 3.614
O 1.5079 -1.0792 -1.0644 -4.306 3.327 -0.952
C -0.8181 -2.5405 -1.0182 1.764 3.554 0.830
F -0.8099 -2.5787 0.3245 0.718 -0.684 -0.730
F -2.0766 -2.5114 -1.4371 0.846 -0.897 -1.529
F -0.0816 -3.5546 -1.4892 -5.963 14.046 4.930
C -3.1044 -1.8700 0.9155 -2.426 -2.436 -1.792
C -4.5501 -1.5225 0.5246 -0.278 0.683 1.331
O -4.6593 -0.7684 -0.6868 -1.831 -0.721 2.830
O -2.3853 -0.7329 1.3644 -1.523 -7.099 -1.689
H -2.5776 -2.3860 0.1128 -1.552 1.048 1.295
H -3.3224 -2.7275 1.5521 0.873 0.422 1.282
H -4.9686 -0.8392 1.2636 0.016 -0.227 0.708
H -5.2588 -2.3502 0.4968 0.525 -0.415 -0.082
H -5.4971 -1.0667 -1.0483 -0.584 0.848 -0.451
H -2.5998 -0.7929 2.2982 -0.168 -0.205 -0.274
C -0.9754 3.8759 -2.1928 -1.550 3.133 -0.052
C -1.7310 5.0122 -1.4992 1.404 1.073 -0.792
O -1.7176 6.2579 -2.1846 0.144 -0.601 1.218
O -1.7832 3.6306 -3.3800 1.049 2.490 -0.841
H -0.9544 3.0822 -1.4460 -0.242 2.344 -2.245
H 0.0512 4.0772 -2.4985 -0.096 0.605 -0.229
H -1.3525 5.0963 -0.4805 0.380 0.862 -0.086
H -2.7622 4.6865 -1.3624 -0.508 0.118 -0.667
H -1.9457 6.1099 -3.1053 0.009 -0.197 -0.230
H -2.6891 3.5109 -3.0859 0.031 0.283 -0.014
C 4.4837 1.2644 0.6738 3.109 1.073 -0.524
C 5.2475 0.2991 1.5573 -1.339 0.383 2.350
O 4.2391 -0.4779 2.2478 5.586 5.843 8.878
O 4.2062 0.5815 -0.5379 -1.140 0.035 -0.312
H 5.1728 2.0489 0.3611 0.469 -0.049 0.417
H 3.6297 1.8403 1.0302 2.565 -0.850 -0.255
H 5.8493 0.7477 2.3476 -0.296 0.694 0.063
H 6.0375 -0.2143 1.0093 -0.539 -0.749 -0.527
H 3.8773 -1.0518 1.5685 5.534 2.822 5.532
H 3.4149 0.0925 -0.3008 -0.105 0.134 -0.755
C -0.2633 -5.5880 -0.9016 -1.315 -0.545 0.271
C -1.7049 -5.3896 -1.5656 1.460 -1.480 2.288
O -2.0527 -6.5762 -2.1978 -0.934 0.484 -1.314
O 0.6846 -5.0888 -1.7304 5.028 -7.891 -2.778
H -0.0883 -6.6238 -0.6107 -0.169 -0.328 -0.727
H -0.1201 -5.1053 0.0651 -0.719 0.495 0.602
H -1.7624 -4.5303 -2.2338 0.169 -0.966 -0.758
H -2.3430 -5.0599 -0.7457 -0.848 -0.444 0.382
H -2.0955 -7.3710 -1.6611 0.178 0.356 0.492
H 0.2773 -4.3395 -2.1711 2.661 -5.361 -4.026
C 0.5082 -1.1620 5.0097 0.975 -0.693 -1.050
C 0.0003 -1.5696 3.5672 1.337 1.375 1.569
O -1.2921 -2.0918 3.6155 -1.085 -0.270 -0.476
O 1.2783 -2.1665 5.5907 0.112 -1.377 0.383
H -0.3049 -1.0257 5.7226 -0.220 0.519 -0.355
H 1.2308 -0.3475 4.9589 -0.781 1.005 -0.278
H 0.7164 -2.2487 3.1042 -0.534 -0.463 0.402
H 0.0174 -0.6895 2.9243 -0.622 -0.351 0.795
H -1.7827 -1.2737 3.7231 -0.583 -0.483 0.903
H 2.1266 -2.2011 5.1428 0.204 -0.065 0.127
C -2.3723 1.2409 -3.4647 1.298 -1.507 -0.032
C -2.5300 -0.3106 -3.2814 -0.276 2.685 -3.540
O -3.3906 -0.5611 -2.2169 1.945 0.963 -1.824
O -1.5239 1.7740 -2.4028 -2.699 -5.332 -0.584
H -3.3186 1.7812 -3.4927 -0.217 -0.145 0.164
H -1.8052 1.4968 -4.3597 -0.614 -0.495 -0.339
H -1.5019 -0.6704 -3.2410 -1.799 -0.353 0.066
H -3.0404 -0.6867 -4.1681 0.144 0.056 -0.344
H -3.7848 -1.4160 -2.4049 -0.126 0.007 0.689
H -0.7273 2.1215 -2.8105 0.051 -0.396 -0.253
C -1.8936 3.3398 1.2472 -1.599 1.003 3.720
C -2.3528 2.4028 2.2899 -0.824 0.647 3.386
O -2.2564 1.0260 1.9634 0.434 5.942 0.241
O -2.7408 3.0797 0.0539 -0.749 -0.232 1.311
H -0.8320 3.0948 1.2153 -1.472 2.258 1.161
H -1.9991 4.3897 1.5204 -0.582 -0.107 0.151
H -3.3771 2.5415 2.6358 -0.113 0.430 -0.003
H -1.6738 2.5122 3.1356 -0.314 0.725 0.248
H -2.0933 0.5131 2.7584 0.334 1.109 0.121
H -3.1729 3.9249 -0.0892 -1.083 0.064 -0.438
C 4.2624 3.2067 -1.6198 1.134 1.969 0.111
C 3.4854 4.1124 -0.5809 1.227 -1.865 -1.685
O 2.5381 3.2245 -0.0262 0.422 2.473 0.568
O 3.3522 2.7420 -2.5778 -0.788 -0.072 -0.282
H 4.8332 2.3940 -1.1707 -0.657 0.426 -0.187
H 5.0317 3.8102 -2.1017 0.012 0.456 -0.188
H 2.9622 4.9199 -1.0930 0.358 0.302 0.023
H 4.2448 4.4471 0.1257 -0.439 0.217 0.306
H 2.2877 2.6902 -0.7834 0.674 0.439 0.210
H 3.7788 2.0951 -3.1446 0.074 -0.095 0.065
C 1.9480 -3.0444 0.5218 0.148 -1.363 0.682
C 2.7275 -2.1959 1.5381 -2.433 -3.167 -0.770
O 3.4830 -1.3396 0.7826 -7.803 -5.730 -14.677
O 2.8692 -3.8514 -0.2199 -0.421 0.352 0.662
H 1.4178 -2.5258 -0.2771 0.955 -0.445 1.574
H 1.1741 -3.5701 1.0810 0.212 -0.849 0.052
H 3.4542 -2.7908 2.0912 -0.419 -0.436 0.355
H 2.0579 -1.6602 2.2109 1.149 -0.480 -0.224
H 3.6628 -1.7019 -0.0881 0.517 -0.759 -0.488
H 3.1898 -4.5304 0.3782 0.281 -0.310 -0.114

---

2.
19
Properties=species:S:1:pos:R:3:forces:R:3 method="wB97M-V/def2-TZVPD" max_force_ev_per_a=9.1 charge=0 multiplicity=3 homo_energy_ev="-4.0945 / -11.6745" e_above_lowest_kj_mol=114.81 homo_lumo_gap_ev="4.8 / 10.6"
C -1.6124 0.8764 0.6037 1.514 -0.758 1.508
C -1.1991 -0.5913 0.6018 -5.568 3.018 5.391
C 2.5000 0.4693 0.4162 -0.607 0.583 1.314
C 3.1579 0.6675 -0.8413 0.844 -2.518 -1.394
C 0.1458 -2.4288 -0.5519 -3.467 0.655 -0.587
C -0.4851 -1.0489 -0.4258 5.806 -3.558 -6.061
N 1.9450 0.2636 1.4050 0.294 0.077 -0.423
O -0.4888 -0.3863 -1.5991 -1.398 1.451 -1.026
H -0.5569 1.3467 0.4694 -1.721 0.354 0.231
H -2.2242 1.2754 1.4574 1.269 -0.691 -0.211
H -1.0547 -1.2384 1.4306 -0.490 0.277 1.291
H 3.9259 -0.2110 -0.8721 -1.200 1.609 -0.400
H 2.3829 0.5006 -1.6231 0.620 -0.038 0.325
H 3.6663 1.5936 -1.0753 -0.034 0.254 0.621
H -0.3885 -3.0297 -1.4178 0.898 0.762 1.662
H 1.1318 -2.2746 -0.8096 2.333 -0.103 -0.807
H 0.1141 -2.9211 0.4152 -0.139 -0.353 -0.103
H -2.2954 1.1103 -0.1836 -0.002 0.200 -1.165
H -1.1254 0.3868 -1.5438 1.047 -1.224 -0.166

---

3.
17
Properties=species:S:1:pos:R:3:forces:R:3 method="wB97M-V/def2-TZVPD" max_force_ev_per_a=1.9 charge=0 homo_energy_ev=-6.7723 e_above_lowest_kj_mol=207.74 homo_lumo_gap_ev=7.5
C 0.7730 -0.4333 -0.5979 0.490 -0.160 -0.201
C 1.5652 -1.5676 -0.0931 0.337 0.838 0.142
C 0.0425 -0.2846 1.5555 0.431 -0.533 -0.335
C -0.9011 1.2228 -0.0881 -0.382 0.601 -0.116
N -0.0410 0.1299 0.3012 0.189 -0.374 0.630
O 1.1481 -2.8596 -0.5960 -0.440 -1.477 -1.080
O 1.6436 -2.2269 -3.0052 -0.124 0.499 -0.334
O -0.3739 -3.5605 -2.4533 0.861 0.738 -0.477
S 1.2714 -1.5267 1.7135 -0.158 0.511 -0.404
S 1.2620 -3.3446 -2.1967 -0.705 -0.455 1.646
H 0.7089 -0.1971 -1.6410 -0.091 0.190 -0.108
H 2.6437 -1.5051 -0.2847 -0.247 -0.075 0.011
H -0.5505 0.0712 2.3648 -0.315 0.180 0.132
H -1.6692 1.3790 0.6668 0.047 -0.079 -0.034
H -0.3120 2.1368 -0.1894 -0.010 -0.128 0.026
H -1.3687 1.0042 -1.0476 0.026 -0.077 0.096
H -0.7845 -4.0765 -1.7558 0.090 -0.200 0.406

---

4.
66
Properties=species:S:1:pos:R:3:forces:R:3 method="wB97M-V/def2-TZVPD" max_force_ev_per_a=0.2 charge=-2 homo_energy_ev=-1.3305 e_above_lowest_kj_mol=0.00 homo_lumo_gap_ev=6.1
Li -0.0726 -0.6165 0.2360 -0.114 -0.065 -0.006
O -0.5667 -0.3018 2.1206 -0.019 0.009 -0.006
C -1.5379 -0.7349 2.8146 0.005 0.017 -0.044
C -1.4171 -0.9605 4.2227 -0.019 -0.011 0.027
C -2.4397 -1.4917 4.9813 0.004 0.003 -0.025
C -3.6608 -1.8488 4.4065 -0.001 -0.002 0.012
C -3.8178 -1.6387 3.0396 -0.007 -0.001 0.001
C -2.8257 -1.0686 2.2591 0.046 0.020 -0.006
C -3.0368 -0.8816 0.8089 -0.008 -0.100 0.083
N -2.9507 0.2450 0.2407 0.037 0.053 0.055
C -3.0238 0.2394 -1.2052 0.005 0.016 -0.083
C -1.9915 1.2032 -1.7706 -0.016 -0.002 -0.035
N -0.6332 0.8170 -1.4537 0.004 -0.033 0.060
C 0.2302 0.9748 -2.3732 0.076 0.097 -0.029
C 1.6752 0.8443 -2.2762 -0.019 -0.115 0.117
C 2.4206 1.2216 -3.3960 -0.006 -0.043 -0.029
C 3.8011 1.2456 -3.4070 0.027 0.002 0.022
C 4.4694 0.8977 -2.2203 -0.044 0.033 0.016
C 3.7800 0.5243 -1.0950 0.000 -0.058 -0.056
C 2.3433 0.4277 -1.0615 -0.047 0.082 -0.065
O 1.7422 0.0280 -0.0291 0.032 0.082 -0.032
H -0.4611 -0.7156 4.6735 -0.002 0.004 -0.004
H -2.2823 -1.6496 6.0454 0.002 0.002 0.003
H -4.4550 -2.2859 5.0001 -0.003 -0.001 -0.003
H -4.7526 -1.9213 2.5598 -0.001 0.000 0.000
H -3.2289 -1.7871 0.2210 0.029 -0.037 -0.024
H -4.0151 0.5961 -1.5159 -0.001 -0.007 -0.025
H -2.8521 -0.7630 -1.6191 -0.017 -0.007 0.020
H -2.1799 2.1856 -1.3138 0.010 -0.046 -0.013
H -2.1397 1.3046 -2.8598 0.016 0.023 0.000
H -0.1081 1.3230 -3.3674 -0.001 0.000 -0.001
H 1.8743 1.5212 -4.2887 -0.003 -0.001 0.010
H 4.3495 1.5385 -4.2941 0.001 0.007 0.001
H 5.5553 0.9321 -2.1883 0.002 0.001 -0.003
H 4.2988 0.2659 -0.1790 0.000 -0.011 0.000
C 0.9834 2.4209 2.0967 -0.079 0.061 -0.004
C 2.0722 3.1378 1.3612 -0.016 -0.144 0.089
O 3.1614 3.3440 1.8621 0.079 0.062 -0.054
C 1.7915 3.6251 -0.0330 0.003 0.021 0.021
C 0.4965 3.7252 -0.5247 -0.019 0.012 0.041
C 0.2722 4.2325 -1.7972 0.017 -0.054 -0.061
C 1.3438 4.5890 -2.6016 -0.021 -0.023 0.015
C 2.6444 4.4512 -2.1291 -0.005 0.081 0.039
C 2.8633 3.9905 -0.8432 0.048 -0.009 -0.032
H 1.3725 2.0137 3.0247 0.039 0.010 0.018
H 0.5667 1.6033 1.5096 0.015 -0.017 -0.004
H 0.1643 3.1108 2.3236 0.007 0.001 -0.013
H -0.3360 3.3784 0.0731 -0.017 0.009 0.002
H -0.7401 4.2968 -2.1785 -0.001 0.008 0.006
H 1.1688 4.9433 -3.6110 -0.002 0.008 -0.001
H 3.4843 4.6908 -2.7696 -0.007 -0.015 0.004
H 3.8645 3.8764 -0.4497 -0.007 -0.013 -0.010
C 0.3960 -3.9549 1.6458 0.013 0.018 0.015
Si -0.5772 -3.7508 0.0351 -0.024 -0.068 -0.010
C -2.2287 -4.6555 0.3443 0.006 0.015 0.005
C 0.3160 -4.8487 -1.2443 0.006 0.016 0.002
O -0.7536 -2.2569 -0.4381 0.011 0.095 -0.005
H 0.4993 -5.0036 1.9473 -0.003 -0.005 -0.010
H -0.1067 -3.4104 2.4505 0.007 0.006 0.002
H 1.3959 -3.5243 1.5379 -0.006 -0.001 0.007
H -2.0727 -5.7087 0.6037 0.002 -0.003 -0.002
H -2.8664 -4.6154 -0.5452 0.002 0.006 0.006
H -2.7674 -4.1824 1.1711 -0.013 0.012 -0.003
H 0.4291 -5.8827 -0.8993 -0.001 -0.001 0.004
H 1.3112 -4.4441 -1.4509 -0.005 -0.004 -0.006
H -0.2394 -4.8611 -2.1875 0.004 0.002 0.001